Entry 1:
{"formula": "C12H33NO10", "method": "ωB97M-V/def2-TZVPD", "gap_ev": 9.94, "smiles": "CC#N.OCCO.OCCO.OCCO.OCCO.OCCO", "total_charge": 0, "energy_ev": -34941.217, "species": ["H", "H", "H", "H", "H", "H", "H", "H", "H", "H", "H", "C", "N", "H", "H", "C", "C", "O", "C", "C", "H", "C", "H", "H", "H", "C", "O", "H", "H", "H", "O", "C", "H", "H", "H", "O", "O", "H", "H", "H", "H", "H", "O", "H", "O", "O", "H", "C", "O", "O", "C", "C", "H", "C", "H", "H"], "xyz": [[12.48638, 17.33202, 6.21807], [8.97606, 13.97195, 7.60846], [7.02092, 16.19468, 10.31247], [6.47568, 13.60284, 7.69120], [7.90981, 15.62978, 8.85711], [14.48462, 8.08906, 8.15960], [10.69342, 13.88299, 10.04219], [14.17323, 17.34390, 6.73796], [11.27603, 7.58041, 6.92138], [14.05160, 16.36770, 4.44792], [12.62641, 14.28208, 5.62113], [7.57390, 10.51213, 8.00237], [12.06227, 13.12190, 7.24887], [10.17549, 12.36490, 9.60766], [13.18450, 8.48821, 5.92911], [11.67984, 13.04612, 8.33491], [11.09282, 12.92280, 9.65476], [9.00748, 16.53428, 7.07287], [5.80329, 15.02570, 8.88407], [9.39002, 15.53492, 6.17368], [9.59994, 11.02750, 8.21322], [8.98244, 10.08414, 8.17981], [13.83820, 6.83212, 6.03730], [12.75224, 8.59544, 8.40797], [8.97461, 9.49848, 9.06895], [8.88364, 14.14660, 6.49631], [12.98675, 16.05462, 7.68971], [7.26622, 13.41067, 9.91773], [12.19497, 15.58955, 7.38258], [8.18432, 16.96548, 6.78661], [7.48138, 14.05677, 6.18025], [13.18501, 7.55918, 6.53057], [9.47589, 13.41737, 5.95678], [9.01956, 15.84928, 5.17127], [12.53063, 6.17458, 8.28474], [5.86398, 13.65033, 8.43619], [12.75796, 14.93841, 4.95243], [6.37826, 11.61430, 8.97661], [5.58926, 15.67770, 8.04449], [5.00561, 15.02022, 9.66777], [7.41017, 14.08806, 5.20986], [11.78990, 12.43077, 10.35572], [9.48033, 9.24384, 7.12136], [7.47099, 11.08738, 7.06709], [13.28235, 6.59994, 8.72529], [7.24122, 11.21291, 9.16484], [6.95912, 9.57329, 7.95056], [13.80738, 15.78754, 5.34533], [11.85361, 6.98662, 6.40589], [7.62281, 14.21942, 10.32563], [13.36770, 16.73368, 6.49623], [7.14254, 15.38101, 9.58416], [14.71628, 15.22496, 5.62977], [13.46047, 7.79830, 8.02264], [9.41176, 9.76384, 6.29982], [10.46876, 15.48535, 6.08184]], "atomic_forces_ev_per_a": [[0.4, 0.1, -0.5], [-0.1, 0.0, -1.1], [0.0, -0.2, -0.3], [0.0, 0.2, -0.4], [0.0, 0.3, -0.1], [0.5, 0.5, 0.2], [0.8, -0.2, -0.2], [1.4, 1.3, 0.5], [-0.1, -0.2, -0.5], [0.1, 0.1, 0.3], [-0.1, -0.9, 0.8], [-0.8, -1.5, -0.7], [-0.2, 0.0, 0.7], [-0.3, -0.7, -0.2], [0.3, -0.2, 0.4], [0.0, 0.1, -0.8], [-0.1, 0.6, 0.9], [-0.3, 0.6, 0.6], [0.3, -1.1, 1.4], [-0.3, 0.1, -1.4], [-0.3, -1.1, 0.4], [1.3, 0.8, -1.3], [0.1, 0.1, 0.4], [0.7, -0.6, -0.4], [0.7, -0.3, 0.8], [-0.4, 0.7, 1.1], [-0.2, -0.4, -0.7], [0.1, 0.4, 0.0], [0.1, -0.2, 0.7], [0.5, -0.4, 0.1], [0.3, -0.3, -0.4], [-1.2, 0.3, -0.4], [0.0, -0.3, -0.1], [0.3, -0.5, 0.2], [0.1, -0.2, 0.2], [-0.3, 0.5, 0.2], [-0.2, 0.4, -0.7], [0.1, 0.2, 0.4], [-0.2, 0.3, 0.0], [0.4, 0.2, -0.9], [-0.1, 0.0, 0.6], [-0.4, 0.4, -0.3], [-0.4, 0.6, -0.1], [-0.2, 0.1, 0.2], [-0.3, -0.4, 0.1], [-0.7, 0.8, -0.1], [0.2, 0.8, -0.4], [-0.1, 0.6, 0.4], [0.3, 0.4, 0.6], [-0.2, 0.7, -0.1], [-1.1, -1.1, -0.8], [-0.1, -1.4, 0.3], [-0.4, 0.1, 0.1], [-0.6, 0.2, -0.7], [0.1, -0.4, 0.4], [0.3, 0.2, 0.2]]}

Entry 2:
{"formula": "C12H34Cl2N10O18P", "method": "ωB97M-V/def2-TZVPD", "gap_ev": 7.99, "total_charge": 1, "energy_ev": -99053.000, "species": ["H", "C", "Cl", "H", "O", "O", "C", "H", "N", "H", "H", "H", "N", "H", "H", "H", "H", "H", "N", "O", "O", "O", "C", "H", "O", "H", "H", "O", "C", "C", "N", "C", "H", "H", "O", "H", "O", "C", "N", "N", "O", "O", "H", "H", "N", "N", "Cl", "O", "O", "H", "O", "H", "H", "H", "H", "H", "H", "O", "C", "C", "C", "H", "C", "C", "N", "O", "P", "H", "H", "N", "H", "H", "O", "H", "O", "H", "H"], "xyz": [[-4.27681, 2.32367, -5.28753], [-3.90182, 0.63683, -1.07899], [-3.40983, 0.50868, -2.71627], [3.74571, -0.74375, -1.12407], [-0.22305, -2.59704, 5.68456], [10.12794, -1.29267, -1.58567], [-3.13254, 2.95246, 4.62014], [-4.07450, 3.49054, 4.66010], [-6.42914, 1.49253, 0.04799], [-1.36071, 2.13181, 0.36676], [8.73774, 1.67253, -2.71909], [-1.35711, 1.50307, -1.30525], [-7.08468, -2.71298, 1.23406], [-3.69864, -2.01421, 7.32937], [1.80747, 0.84162, -4.75299], [8.72852, -2.47821, -3.96016], [-5.41279, 1.14827, -6.02111], [-5.49227, -0.75415, 0.33697], [-3.40330, 0.97262, -6.60711], [-4.25881, -2.95511, 4.98067], [-1.28318, -2.20530, 3.85111], [0.87625, 0.79527, -1.88842], [9.14680, -2.82222, -3.01992], [-3.01425, -0.52385, 6.61124], [-2.36580, 1.55933, -6.82452], [0.69232, -2.87695, 2.65693], [1.71704, -2.30388, 4.01070], [6.76280, -0.20869, -1.95720], [9.36397, 2.27446, -2.06866], [4.57643, -0.06109, -1.25756], [9.01870, 3.70131, -2.31532], [-4.56791, 1.80364, -6.19523], [-1.02167, 0.44749, 0.06915], [9.17262, 2.04809, -1.02758], [8.60178, 4.35293, -1.38138], [-7.07718, -4.37115, 2.50400], [2.45933, 2.07606, -2.57573], [0.99915, 1.26709, -4.16676], [5.74674, -0.83411, -1.75650], [-3.99183, -1.81150, 5.27539], [-6.60120, -3.19624, 0.23466], [-4.36324, -0.84042, 4.64460], [9.59176, -3.80632, -3.12932], [0.75858, 2.26671, -4.51562], [10.23495, -1.88045, -2.64113], [-2.58900, 2.90194, 6.00612], [-3.61162, 0.99938, 1.51208], [5.60919, -2.02708, -1.92852], [11.15646, -1.76376, -3.41692], [4.34780, 0.69850, -1.99672], [9.17284, 4.11522, -3.44286], [-7.02902, 1.94836, -0.63451], [-2.40971, 3.48280, 4.00765], [-4.78110, 2.51052, -6.99062], [10.41383, 2.14186, -2.30981], [-2.22082, -2.09968, 6.32152], [0.12785, 0.62377, -4.17593], [-3.56164, -0.22590, -6.67296], [0.90827, -2.96446, 3.71432], [-3.16314, -1.58936, 6.48512], [-3.03513, 0.98047, -0.10028], [8.39877, -2.81292, -2.23709], [-6.74086, -3.33964, 2.54291], [-1.60088, 1.29657, -0.28017], [1.48424, 1.38952, -2.76261], [-2.37286, 3.96082, 6.54307], [-5.57673, 0.24087, -0.62848], [1.13048, -3.99080, 3.98863], [-5.66200, -3.28954, 2.65678], [-0.30168, -2.55357, 4.47730], [4.86636, 0.39566, -0.31666], [-6.24606, -0.33828, -1.70817], [-2.39893, 1.80838, 6.49678], [-7.24205, -2.78901, 3.32858], [-7.81605, -1.73910, 1.23938], [-7.04616, 1.11692, 0.76722], [-3.27499, 1.93484, 4.27553]], "atomic_forces_ev_per_a": [[0.0, 0.1, -0.1], [0.1, 0.3, 0.6], [-0.1, -0.1, -0.3], [0.0, -0.1, 0.0], [0.0, 0.0, 0.1], [0.0, 0.1, 0.1], [0.0, -0.2, -0.1], [0.0, 0.1, 0.0], [-0.5, -0.6, -0.4], [0.2, 0.2, 0.0], [0.1, 0.0, -0.1], [0.1, 0.1, -0.3], [0.0, -0.2, 0.3], [0.0, -0.1, 0.0], [0.0, 0.1, 0.0], [0.1, 0.0, -0.1], [0.0, -0.1, 0.0], [-0.1, 0.0, 0.0], [-0.1, 0.0, 0.1], [-0.1, -0.2, -0.1], [-0.1, 0.1, 0.0], [0.0, 0.0, -0.1], [-0.2, -0.1, 0.2], [0.0, 0.0, -0.1], [0.1, 0.1, 0.0], [-0.1, 0.0, 0.0], [0.0, 0.0, 0.1], [0.2, 0.0, -0.1], [0.0, -0.1, 0.2], [-0.1, -0.1, 0.0], [0.0, -0.1, 0.1], [-0.2, 0.0, 0.0], [0.2, -0.2, 0.0], [0.0, 0.0, 0.0], [-0.1, 0.1, 0.1], [0.1, 0.0, -0.1], [0.1, 0.1, 0.0], [-0.2, -0.1, 0.0], [-0.2, 0.1, 0.1], [0.1, 0.0, 0.1], [0.2, 0.1, -0.2], [-0.1, 0.2, -0.2], [0.1, 0.0, -0.1], [0.1, 0.0, 0.0], [-0.1, -0.1, 0.0], [0.0, 0.0, -0.1], [0.0, -0.1, 0.3], [0.0, -0.1, 0.0], [0.1, 0.0, -0.1], [0.1, 0.1, 0.0], [0.0, 0.0, -0.1], [0.1, 0.3, 0.0], [0.0, 0.1, 0.0], [0.1, 0.0, 0.0], [0.0, 0.0, -0.1], [-0.1, -0.1, 0.1], [0.0, 0.0, 0.0], [0.0, -0.1, 0.0], [0.0, 0.0, -0.2], [0.0, 0.2, 0.2], [-0.3, -0.2, -0.7], [0.0, 0.1, 0.0], [-0.1, 0.0, 0.1], [-0.4, 0.0, 0.5], [-0.1, -0.1, -0.1], [0.0, 0.1, 0.1], [0.2, -0.4, 0.4], [0.0, 0.0, 0.1], [0.0, 0.0, 0.0], [0.2, -0.1, -0.1], [0.1, 0.1, 0.0], [0.2, 0.1, -0.2], [0.0, -0.1, 0.1], [0.0, 0.0, 0.0], [0.1, 0.3, -0.1], [0.1, 0.1, 0.2], [0.0, 0.0, 0.1]]}

Entry 3:
{"formula": "C12H34CrCuO10", "method": "ωB97M-V/def2-TZVPD", "gap_ev": [6.45, 6.40], "spin_multiplicity": 7, "s2": 12.01, "total_charge": 1, "energy_ev": -106517.547, "species": ["C", "C", "C", "H", "O", "H", "H", "C", "H", "C", "H", "H", "O", "H", "C", "H", "H", "Cr", "H", "H", "O", "H", "H", "Cu", "C", "C", "H", "C", "H", "O", "H", "H", "H", "H", "H", "H", "H", "O", "O", "C", "O", "H", "H", "H", "H", "H", "O", "O", "C", "H", "C", "H", "O", "H", "H", "H", "H", "H"], "xyz": [[-0.42972, 1.58666, -3.66236], [3.42568, 0.46810, -2.09897], [3.58096, -1.87084, 3.30883], [-1.43229, 0.77038, -5.43882], [2.62276, -0.47424, 1.44582], [4.07809, 0.15463, 2.63903], [-1.43154, -0.44496, 5.34932], [-4.95738, 1.17031, -0.54208], [1.15146, -1.95867, -1.38559], [-4.90666, 2.68179, -0.49773], [-1.18361, -0.90051, 2.90122], [-3.56259, 4.09126, -0.47304], [-3.73350, 0.59785, -1.11439], [0.33703, 0.82600, -3.80929], [-0.53749, -0.91646, 4.94130], [2.37425, -1.31184, 1.04799], [-2.15867, 1.73724, -2.99396], [1.48880, 1.28495, 0.66926], [3.78218, 1.08935, -2.92059], [5.24829, 0.30757, -0.81331], [0.56832, -1.83016, 2.85761], [-5.45949, 3.16577, 0.30740], [0.30408, -1.80861, 1.93494], [-1.84507, 1.47884, 0.06591], [3.83354, -0.79893, 2.17101], [-0.65695, -1.56409, 3.58706], [-0.11196, -1.00333, -2.31553], [-1.30753, 1.72208, -4.92226], [-5.19737, 0.84390, 0.46983], [2.90195, 1.35321, -1.10458], [3.09654, -2.75459, 2.89358], [5.27083, -0.75706, -2.21479], [0.03569, 2.54569, -3.43485], [4.32755, -1.22318, -0.91675], [-1.59116, -1.38078, -0.51840], [2.70360, -0.26639, -2.45566], [-0.20335, -2.70369, -2.05392], [-1.31596, 1.49020, -2.60614], [-0.16148, -1.84676, 5.97031], [-0.54502, -1.43911, -0.21791], [-3.61242, 3.14397, -0.32553], [-5.25354, 3.04164, -1.46637], [-3.98200, -0.25488, -1.47869], [-0.29823, -2.22458, 0.49639], [-5.63616, 0.73312, -1.27436], [-1.05671, -2.57800, 3.60370], [2.88311, -1.29889, 4.34845], [-2.43715, 2.45610, -4.62824], [4.62692, -0.32138, -1.45082], [4.54145, -2.26637, 3.63914], [0.09362, -1.77262, -1.57121], [4.59898, -1.28605, 1.56694], [-0.17938, -0.19103, 0.28639], [-0.66802, 2.28588, -5.60141], [1.96305, -1.20050, 4.09269], [-0.88079, -2.46546, 6.11658], [0.04723, -0.01495, 4.75837], [-3.15274, 2.10243, -5.16157]], "atomic_forces_ev_per_a": [[-0.6, 1.8, -0.7], [0.3, 0.3, 1.1], [0.2, 1.1, -1.4], [-0.7, -0.2, 0.4], [1.0, -0.7, -0.1], [0.7, -0.3, -0.1], [-0.8, -0.2, -0.9], [0.3, -1.1, -0.4], [0.5, 0.5, -0.4], [-0.9, 0.7, -1.3], [-0.7, 0.0, 0.3], [0.0, 0.0, 0.0], [0.2, 1.0, 1.2], [-0.3, -0.4, 0.5], [-0.6, -0.7, 0.4], [-0.6, 0.0, -0.2], [-0.6, 0.2, 0.2], [-1.1, -1.1, -0.4], [0.2, 0.0, 0.0], [-0.2, 0.0, 0.0], [0.5, 0.5, 1.1], [-0.9, -0.7, -0.1], [0.1, 0.4, 0.0], [0.6, -0.9, -0.8], [-0.5, -1.1, 1.6], [-0.3, -0.8, -1.4], [0.3, 0.3, 0.3], [3.3, 0.0, -1.0], [0.4, -0.7, 0.0], [0.8, -1.1, -1.1], [-0.5, -0.1, -0.3], [-0.1, 0.5, -0.4], [0.8, 0.1, -0.8], [-0.5, 0.4, 0.4], [-0.6, -0.6, 0.9], [-0.3, 0.1, 0.2], [-0.6, -0.2, 0.4], [-0.4, -1.8, 2.1], [1.3, 0.9, -0.5], [-0.4, 1.0, -1.7], [2.6, -0.5, 0.4], [-0.3, 0.2, 0.0], [0.3, -0.1, 0.1], [-0.5, -0.5, -0.1], [-1.2, 0.9, 0.6], [-1.0, 0.3, 0.5], [0.1, 0.1, 1.1], [-1.3, 0.0, 0.1], [0.0, -0.1, -0.2], [0.2, 0.4, 0.3], [0.9, -0.4, 0.2], [0.1, 0.7, -0.6], [0.0, 1.7, 0.5], [0.0, 0.2, -0.4], [-0.2, -0.2, -0.3], [-0.2, 0.1, -0.2], [1.3, -0.4, 0.9], [-0.2, 0.2, 0.0]]}

Entry 4:
{"formula": "C12H34GaN4O4P2S2", "method": "ωB97M-V/def2-TZVPD", "gap_ev": 6.88, "total_charge": -1, "energy_ev": -119771.912, "species": ["S", "H", "C", "C", "H", "S", "H", "C", "H", "H", "N", "H", "H", "H", "H", "C", "O", "O", "H", "C", "H", "H", "O", "H", "H", "H", "H", "H", "H", "H", "H", "H", "N", "H", "H", "H", "H", "C", "C", "H", "H", "H", "C", "H", "H", "P", "H", "P", "H", "Ga", "H", "O", "C", "N", "N", "C", "C", "H", "C"], "xyz": [[-4.11758, -0.76479, -2.04494], [4.83716, -5.53298, 1.99815], [-5.76191, -1.74172, -4.88830], [3.11214, 0.27468, 4.98735], [-5.10629, -2.00489, -8.20238], [0.89741, -1.59255, 0.92861], [-6.30436, -3.65967, -7.65363], [2.52621, 1.31375, 2.89147], [2.28362, 3.31981, 4.83306], [-1.45129, 2.01868, -1.53668], [1.08114, 5.56365, -0.98399], [1.24908, 3.67749, -0.18004], [-0.30473, 7.05664, -0.46934], [2.97926, 4.73244, -0.90649], [5.61155, -5.00849, 3.49162], [4.81703, -4.77431, 2.78159], [3.68362, -0.65195, 4.43313], [-0.66634, 4.35168, -0.18906], [-6.35330, -2.43448, -4.29564], [2.49844, 5.65032, -1.24053], [-3.01831, -1.55323, 0.40078], [-7.49404, -3.34954, -6.37890], [3.73377, -6.91833, 4.10424], [-6.20830, -0.74885, -4.84425], [-4.76227, -1.67481, -4.46406], [2.05088, 0.42846, 2.47347], [-4.25747, 0.21193, 0.62464], [0.77780, 2.38837, 4.78805], [-6.03262, -4.28198, -6.01825], [2.94733, 6.49108, -0.70459], [4.99663, -3.79528, 2.34452], [1.98691, 2.19641, 2.55304], [2.50899, 1.28934, 4.35005], [3.29209, -2.69789, 3.88273], [-0.23194, -1.64715, -1.61715], [-1.06074, 1.63328, 1.05738], [2.70051, 5.77603, -2.30731], [0.51511, 4.47159, -0.41419], [-6.42616, -3.44071, -6.59369], [0.81449, 7.45831, -1.79186], [2.52608, -3.23547, 2.38551], [1.81018, -3.67379, 3.94751], [0.21335, 6.66772, -1.34701], [3.03662, 0.34900, 6.08685], [3.55494, 1.34705, 2.52832], [-3.31530, -0.34823, -0.25760], [1.40511, -0.18818, -1.49475], [0.31059, -0.68051, -0.76044], [1.91140, 2.17530, 6.13354], [-1.34583, 0.99427, -0.36042], [-0.54476, 6.34318, -2.06049], [-4.45474, -0.48676, -7.01806], [2.74752, -3.52415, 3.41470], [3.52647, -4.75510, 3.44332], [-5.72697, -2.21963, -6.26877], [3.10725, -5.86798, 4.05224], [-5.05436, -1.52596, -7.20511], [2.11482, -5.75135, 4.52099], [1.83411, 2.35029, 5.06103]], "atomic_forces_ev_per_a": [[-0.1, 0.0, 0.2], [0.0, 0.0, 0.0], [0.1, 0.1, -0.2], [0.0, -0.3, -0.1], [0.0, 0.0, 0.0], [0.1, 0.0, -0.1], [0.0, 0.0, 0.0], [0.0, 0.0, 0.0], [0.0, 0.0, 0.0], [-0.1, -0.1, -0.2], [0.0, 0.1, 0.0], [0.0, 0.0, 0.0], [0.0, 0.0, 0.0], [0.0, 0.0, 0.0], [0.0, 0.0, 0.0], [0.0, 0.0, 0.0], [0.0, 0.4, 0.2], [0.0, 0.3, 0.1], [0.0, 0.0, 0.0], [0.0, 0.0, 0.0], [-0.1, 0.0, 0.3], [0.0, 0.0, 0.0], [-0.1, 0.1, 0.0], [0.0, 0.0, 0.0], [0.0, 0.0, 0.0], [-0.1, -0.1, 0.0], [0.0, -0.1, 0.2], [0.0, 0.0, 0.0], [0.0, 0.0, 0.0], [0.0, 0.0, 0.0], [0.0, 0.0, 0.0], [0.0, 0.0, 0.0], [0.0, 0.1, -0.1], [-0.1, -0.2, 0.0], [0.1, 0.0, -0.4], [0.1, -0.2, 0.1], [0.0, 0.0, 0.0], [0.0, -0.3, 0.0], [0.0, 0.0, 0.0], [0.0, 0.0, 0.0], [-0.1, -0.1, 0.0], [0.0, 0.0, 0.0], [0.0, 0.0, 0.0], [0.0, 0.0, 0.0], [0.0, 0.0, 0.0], [0.2, -0.1, -0.8], [0.0, -0.1, -0.3], [-0.4, -0.1, 0.9], [0.0, 0.0, 0.0], [0.0, 0.5, 0.2], [0.0, 0.0, 0.0], [0.0, 0.0, 0.0], [0.2, 0.1, 0.0], [0.1, 0.2, 0.0], [-0.1, -0.1, 0.2], [0.0, -0.2, 0.1], [0.0, 0.1, -0.1], [0.0, 0.0, 0.0], [0.0, 0.0, 0.0]]}

Which formula does entry 2 have?
C12H34Cl2N10O18P